Record 1
DFT (ωB97M-V with the def2-TZVPD basis set) results for a cluster of 6 separate species, C35H32NO15P2S2 in total at a distorted geometry.

The net charge is -1. Its LUMO energy is -0.9 eV.

The geometry in XYZ format:
```
87
C35H32NO15P2S2 (ωB97M-V with the def2-TZVPD basis set)
C 8.949 -3.103 -0.934
N 7.803 -2.588 -1.783
C 8.396 -1.610 -2.766
C 6.943 -1.865 -0.824
O 7.397 -0.790 -0.348
C 5.519 -2.373 -0.320
C 4.364 -2.223 -1.416
P 2.746 -2.003 -0.499
O 1.409 -2.735 -1.320
O 2.498 -0.299 -0.418
S 2.743 -2.825 1.291
P 4.315 -3.676 -2.593
O 3.068 -3.361 -3.742
O 5.739 -3.838 -3.512
S 3.797 -5.330 -1.679
H 9.801 -2.351 -0.850
H 8.517 -3.277 0.106
H 9.336 -4.060 -1.401
H 8.983 -2.251 -3.506
H 9.107 -0.875 -2.255
H 7.589 -0.997 -3.293
H 5.245 -1.681 0.550
H 5.572 -3.437 0.091
H 1.121 -2.022 -1.938
H 2.842 0.033 -1.283
H 2.664 -2.497 -3.527
H 6.330 -4.463 -3.045
C -1.810 0.580 -4.559
C -2.809 -0.301 -4.491
C -2.550 -1.757 -4.499
O -3.461 -2.561 -4.438
C -1.140 -2.199 -4.584
C -0.141 -1.318 -4.652
C -0.401 0.138 -4.644
O 0.510 0.941 -4.704
H -1.982 1.648 -4.555
H -3.846 0.005 -4.427
H -0.969 -3.269 -4.587
H 0.896 -1.625 -4.716
C -0.456 2.522 -0.809
C -0.390 2.102 0.454
C -1.600 1.664 1.181
O -1.542 1.282 2.334
C -2.887 1.709 0.453
C -2.952 2.129 -0.810
C -1.741 2.567 -1.537
O -1.800 2.948 -2.692
H 0.420 2.847 -1.356
H 0.544 2.061 1.001
H -3.763 1.384 1.000
H -3.886 2.169 -1.359
C -0.165 -5.399 1.752
C 0.506 -5.743 0.652
C 0.823 -7.157 0.359
O 1.436 -7.469 -0.642
C 0.366 -8.175 1.330
C -0.305 -7.831 2.429
C -0.622 -6.416 2.723
O -1.237 -6.103 3.727
H -0.404 -4.369 1.984
H 0.849 -5.010 -0.069
H 0.607 -9.205 1.098
H -0.646 -8.563 3.150
C -1.025 4.533 5.688
C -1.053 4.674 4.363
C -2.329 4.647 3.616
O -2.356 4.774 2.407
C -3.573 4.460 4.395
C -3.544 4.320 5.721
C -2.268 4.346 6.468
O -2.241 4.220 7.678
H -0.100 4.549 6.251
H -0.153 4.812 3.777
H -4.499 4.444 3.830
H -4.444 4.181 6.307
C -6.200 6.794 2.347
C -6.913 7.836 1.921
C -8.156 7.647 1.142
O -8.807 8.597 0.752
C -8.577 6.259 0.856
C -7.863 5.217 1.281
C -6.621 5.405 2.060
O -5.970 4.455 2.451
H -5.287 6.913 2.918
H -6.620 8.858 2.123
H -9.490 6.139 0.285
H -8.157 4.194 1.080
```

***

Record 2
DFT (ωB97M-V with the def2-TZVPD basis set) results for the molecule C4H6N2O at a distorted geometry.

Its LUMO energy is 0.3 eV. The calculation puts the energy above the lowest of the compared OMol25 structures with the same formula, charge and spin at 506.6 kJ/mol. As for the structure (SMILES): [H]/N=C(\C)ON=C=C.

The geometry in XYZ format:
```
13
C4H6N2O (ωB97M-V with the def2-TZVPD basis set)
H 1.537 2.063 -0.926
N 1.680 1.057 -1.027
C 1.147 0.358 -0.095
C 0.697 0.876 1.230
O 1.085 -1.057 -0.149
N 0.294 -1.419 -1.243
C -0.858 -1.247 -1.014
C -2.092 -1.224 -0.605
H 1.390 1.634 1.598
H -0.300 1.311 1.110
H 0.636 0.067 1.963
H -2.486 -0.327 -0.143
H -2.729 -2.092 -0.700
```

***

Record 3
DFT (ωB97M-V with the def2-TZVPD basis set) results for a structure of composition C45H65N2OP2SiTl.

The net charge is +2. Its LUMO energy is -5.4 eV. The calculation puts the energy above the lowest of the compared OMol25 structures with the same formula, charge and spin at 64.4 kJ/mol.

The geometry in XYZ format:
```
117
C45H65N2OP2SiTl (ωB97M-V with the def2-TZVPD basis set)
Tl -0.973 -0.941 -1.160
C -1.270 2.320 -1.852
Si -0.301 2.637 -0.322
C 1.368 3.354 -0.564
C 1.658 4.687 -0.262
C 2.883 5.224 -0.629
C 3.809 4.437 -1.303
C 3.530 3.108 -1.596
C 2.305 2.554 -1.221
P 1.745 0.845 -1.432
C 2.969 -0.258 -0.609
C 4.464 -0.055 -0.856
C 5.213 -1.297 -0.340
C 4.631 -1.831 0.987
C 3.887 -0.729 1.737
C 2.699 -0.205 0.914
C 1.789 0.494 -3.247
C 2.968 1.044 -4.072
C 2.964 0.386 -5.453
C 3.321 -1.106 -5.335
C 2.872 -1.698 -3.988
C 1.587 -1.031 -3.495
C -1.422 3.370 0.946
C -1.780 4.722 0.986
C -2.793 5.132 1.843
C -3.449 4.203 2.648
C -3.065 2.867 2.637
C -2.028 2.463 1.798
P -1.160 0.884 1.755
C 0.000 1.024 3.201
C 0.787 2.342 3.134
C 1.849 2.396 4.232
C 1.187 2.265 5.603
C 0.387 0.968 5.688
C -0.664 0.873 4.574
C -2.399 -0.365 2.245
C -3.593 -0.387 1.262
C -4.210 -1.792 1.162
C -4.174 -2.467 2.534
C -2.721 -2.779 2.935
C -1.741 -1.749 2.345
H -1.626 3.303 -2.192
H -0.673 1.887 -2.656
H -2.164 1.713 -1.674
H 0.945 5.305 0.273
H 3.116 6.254 -0.392
H 4.762 4.859 -1.596
H 4.266 2.514 -2.120
H 2.698 -1.253 -0.982
H 4.708 0.086 -1.906
H 4.793 0.840 -0.321
H 5.165 -2.080 -1.100
H 6.267 -1.043 -0.220
H 3.944 -2.661 0.794
H 5.430 -2.231 1.610
H 3.531 -1.096 2.701
H 4.579 0.089 1.955
H 1.797 -0.785 1.136
H 2.498 0.831 1.206
H 0.903 1.024 -3.611
H 2.877 2.125 -4.160
H 3.926 0.836 -3.595
H 1.978 0.517 -5.909
H 3.677 0.891 -6.104
H 2.865 -1.662 -6.155
H 4.400 -1.230 -5.436
H 2.711 -2.772 -4.084
H 3.658 -1.566 -3.237
H 0.807 -1.177 -4.249
H 1.251 -1.543 -2.588
H -1.307 5.452 0.335
H -3.084 6.176 1.873
H -4.252 4.527 3.299
H -3.559 2.158 3.292
H 0.712 0.201 3.072
H 1.249 2.465 2.149
H 0.099 3.182 3.273
H 2.567 1.578 4.092
H 2.406 3.332 4.161
H 1.939 2.297 6.393
H 0.517 3.118 5.762
H 1.073 0.117 5.603
H -0.107 0.884 6.657
H -1.176 -0.089 4.657
H -1.412 1.663 4.708
H -2.756 -0.091 3.239
H -4.351 0.318 1.606
H -3.298 -0.041 0.266
H -5.236 -1.720 0.796
H -3.656 -2.401 0.437
H -4.622 -1.785 3.264
H -4.778 -3.373 2.545
H -2.628 -2.797 4.022
H -2.443 -3.774 2.582
H -0.826 -1.708 2.941
H -1.449 -2.072 1.341
C -5.731 -1.047 -2.331
C -4.306 -1.496 -2.519
O -3.354 -0.792 -2.157
N -4.132 -2.690 -3.119
C -2.825 -3.237 -3.464
C -2.277 -4.186 -2.422
C -2.702 -5.506 -2.375
C -2.153 -6.361 -1.435
C -1.192 -5.872 -0.565
C -0.836 -4.541 -0.666
N -1.365 -3.703 -1.569
H -5.750 -0.149 -1.722
H -6.323 -1.828 -1.851
H -6.181 -0.828 -3.300
H -4.953 -3.211 -3.376
H -2.138 -2.407 -3.590
H -2.912 -3.750 -4.420
H -3.444 -5.865 -3.081
H -2.460 -7.399 -1.392
H -0.722 -6.510 0.173
H -0.087 -4.120 -0.001
```

***

Record 4
DFT (ωB97M-V with the def2-TZVPD basis set) results for a structure of composition C16H19B2F4N4O7STl at a distorted geometry.

The net charge is -2. Its LUMO energy is 4.6 eV. The calculation puts the energy above the lowest of the compared OMol25 structures with the same formula, charge and spin at 86.7 kJ/mol.

The geometry in XYZ format:
```
54
C16H19B2F4N4O7STl (ωB97M-V with the def2-TZVPD basis set)
Tl -0.123 -0.521 0.692
C -1.257 3.652 0.805
C -0.644 2.457 0.151
N 0.438 1.884 0.521
O 1.172 2.405 1.539
B 2.624 2.153 1.411
F 3.218 2.539 2.593
F 3.138 2.974 0.390
O 3.091 0.757 1.132
N 2.359 0.010 0.279
C 2.898 -1.025 -0.260
C 4.295 -1.475 0.065
C 2.103 -1.708 -1.274
N 0.909 -1.270 -1.461
O 0.174 -1.820 -2.460
B -0.993 -1.106 -3.029
F -1.964 -2.064 -3.279
F -0.596 -0.611 -4.290
O -1.614 0.038 -2.343
N -1.134 0.580 -1.194
C -1.251 1.845 -1.036
C -1.857 2.749 -2.070
C 2.705 -2.799 -2.114
H -0.490 4.175 1.374
H -1.732 4.318 0.089
H -2.014 3.273 1.496
H 4.510 -1.145 1.079
H 4.396 -2.554 -0.006
H 5.013 -0.998 -0.603
H -1.895 2.202 -3.010
H -2.869 3.034 -1.786
H -1.246 3.644 -2.182
H 2.698 -3.743 -1.573
H 2.080 -2.910 -2.998
H 3.723 -2.560 -2.409
O -2.927 1.585 3.252
C -2.340 0.618 2.767
O -1.998 0.541 1.548
C -2.084 -0.580 3.672
C -3.178 -1.070 4.378
C -3.053 -2.100 5.292
C -1.806 -2.666 5.503
C -0.716 -2.223 4.783
C -0.839 -1.191 3.853
S 0.665 -0.664 3.098
H -4.143 -0.606 4.216
H -3.917 -2.450 5.842
H -1.678 -3.450 6.238
H 0.261 -2.663 4.926
C -1.614 -3.186 -0.241
O -0.899 -2.592 0.779
H -2.480 -2.598 -0.567
H -1.987 -4.153 0.141
H -1.006 -3.391 -1.133
```

***

no.,HOMO (eV),frontier orbital gap (eV)
1,-4.36,3.5
2,-9.24,9.6
3,-13.37,7.9
4,-2.34,7.0